Record 1
Molecular formula: C78H76F11N3
Method: DFT, ωB97M-V with the def2-TZVPD basis set

Last columns: bonded neighbours and bond lengths (Å).
CARTESIAN COORDINATES (ANGSTROEM)
1 F -19.5130 -18.2181 3.8598  C85 1.355
2 F -17.3784 -10.5255 6.5356  C15 1.355
3 F -16.4151 -15.6035 18.2071  C81 1.366
4 F -14.8799 -10.3092 9.6443  C51 1.370
5 F -19.8732 -16.0726 7.4928  C27 1.391
6 F -26.4270 -15.2125 7.9518  C55 1.338
7 F -23.6003 -21.5462 6.5911  C87 1.339
8 F -19.2514 -11.4704 9.4525  C63 1.356
9 F -15.6383 -14.5902 12.4257  C92 1.381
10 F -20.1814 -15.1727 14.1062  C44 1.367
11 F -18.5556 -20.1275 9.6170  C56 1.349
12 N -19.9428 -18.9129 13.2119  C17 1.151
13 N -11.8608 -18.1413 10.8194  C76 1.158
14 N -16.5921 -14.7193 6.3399  C74 1.151
15 C -18.6728 -10.8799 6.3522  F2 1.355, C18 1.404, C73 1.393
16 C -17.5194 -9.7936 12.1356  C64 1.394, C75 1.373, H96 1.084
17 C -21.0788 -18.8989 13.0263  N12 1.151, C41 1.482
18 C -18.9697 -12.2204 6.0597  C15 1.404, C45 1.386, H163 1.078
19 C -21.2811 -11.6711 6.1285  C24 1.386, C45 1.396, H94 1.069
20 C -19.4023 -14.6481 1.8667  C33 1.381, C47 1.399, H103 1.061
21 C -18.6584 -14.7039 9.0398  C27 1.374, C67 1.395, H114 1.090
22 C -22.5459 -14.2736 8.3381  C40 1.395, C50 1.399, H101 1.086
23 C -18.3469 -15.5577 11.3245  C53 1.392, C67 1.405, H118 1.070
24 C -20.9856 -10.3539 6.4445  C19 1.386, C73 1.379, H107 1.072
25 C -19.5709 -11.6254 11.7797  C63 1.385, C69 1.377, H126 1.094
26 C -14.4096 -13.8816 9.2843  C49 1.365, C58 1.429, H117 1.090
27 C -19.2522 -15.9019 8.7257  F5 1.391, C21 1.374, C38 1.373
28 C -22.6482 -19.2745 11.1988  C41 1.512, C80 1.497, H95 1.101, H143 1.100
29 C -18.9438 -15.9264 3.9202  C47 1.424, C85 1.394, H123 1.088
30 C -20.1510 -16.9146 2.0181  C33 1.421, C85 1.391, H130 1.081
31 C -23.6632 -18.3901 4.8969  C82 1.366, C88 1.373, H98 1.070
32 C -16.3598 -18.1141 5.1971  C35 1.528, C52 1.558, H133 1.105, H161 1.102
33 C -20.1423 -15.6775 1.3185  C20 1.381, C30 1.421, H166 1.101
34 C -24.1845 -15.5211 13.1848  C36 1.388, C72 1.375, H124 1.081
35 C -15.4536 -16.9825 5.6792  C32 1.528, C74 1.468, H139 1.105, H160 1.089
36 C -23.2835 -15.3235 12.1474  C34 1.388, C54 1.370, H167 1.081
37 C -24.8006 -13.5442 7.9291  C40 1.361, C55 1.384, H152 1.101
38 C -19.4281 -16.9400 9.6069  C27 1.373, C53 1.401, H104 1.073
39 C -16.0989 -17.7349 17.3346  C77 1.393, C81 1.385, H137 1.085
40 C -23.4798 -13.2644 8.1047  C22 1.395, C37 1.361, H102 1.072
41 C -22.5148 -18.9112 12.6600  C17 1.482, C28 1.512, H112 1.101, H122 1.109
42 C -17.5897 -22.9701 12.4338  C61 1.382, C84 1.409, H136 1.084
43 C -13.7626 -11.5171 7.9020  C51 1.414, C59 1.380, H132 1.067
44 C -21.5033 -15.2808 13.7738  F10 1.367, C54 1.429, C66 1.385
45 C -20.2878 -12.6402 5.9747  C18 1.386, C19 1.396, H113 1.093
46 C -21.6449 -18.5492 6.1755  C78 1.415, C82 1.388, H105 1.102
47 C -18.7984 -14.7557 3.1236  C20 1.399, C29 1.424, H148 1.082
48 C -15.0121 -14.0232 15.8990  C68 1.380, C91 1.397, H121 1.067
49 C -13.6305 -13.9181 8.1636  C26 1.365, C59 1.389, H99 1.086
50 C -22.8827 -15.6305 8.2868  C22 1.399, C57 1.386, H131 1.067
51 C -14.5435 -11.5115 9.0808  F4 1.370, C43 1.414, C58 1.394
52 C -17.4036 -18.5029 6.2869  C32 1.558, H116 1.104, H151 1.118, H154 1.095
53 C -18.9446 -16.7435 10.9070  C23 1.392, C38 1.401, H145 1.084
54 C -21.9637 -15.0914 12.4346  C36 1.370, C44 1.429, H119 1.097
55 C -25.1286 -14.8888 7.9510  F6 1.338, C37 1.384, C57 1.398
56 C -18.1676 -21.0603 10.5108  F11 1.349, C65 1.376, C79 1.378
57 C -24.2184 -15.9412 8.0875  C50 1.386, C55 1.398, H135 1.084
58 C -14.8425 -12.6397 9.8430  C26 1.429, C51 1.394, H109 1.085
59 C -13.2491 -12.7421 7.5294  C43 1.380, C49 1.389, H127 1.099
60 C -16.9713 -13.3576 14.0457  C89 1.386, C92 1.398, H128 1.093
61 C -17.3043 -21.6342 12.6459  C42 1.382, C79 1.383, H144 1.084
62 C -17.4583 -18.4567 15.4550  C77 1.409, C83 1.388, H93 1.104
63 C -18.8666 -11.1130 10.7025  F8 1.356, C25 1.385, C64 1.389
64 C -17.7999 -10.2344 10.8432  C16 1.394, C63 1.389, H100 1.092
65 C -18.5006 -22.3748 10.2745  C56 1.376, C84 1.398, H156 1.068
66 C -22.3821 -15.5592 14.8075  C44 1.385, C72 1.396, H120 1.075
67 C -18.1400 -14.5875 10.3298  C21 1.395, C23 1.405, H150 1.066
68 C -14.9383 -14.5835 14.6405  C48 1.380, C92 1.384, H115 1.065
69 C -19.3289 -11.0949 13.0269  C25 1.377, C75 1.416, H147 1.095
70 C -17.8678 -16.3299 16.4566  C81 1.370, C83 1.372, H162 1.091
71 C -15.1569 -17.4337 11.2104  C86 1.534, C90 1.550, H155 1.119, H158 1.103
72 C -23.7360 -15.6434 14.4785  C34 1.375, C66 1.396, H157 1.066
73 C -19.6772 -9.9477 6.6042  C15 1.393, C24 1.379, H164 1.075
74 C -16.1151 -15.7214 6.0341  N14 1.151, C35 1.468
75 C -18.2597 -10.1880 13.2225  C16 1.373, C69 1.416, H141 1.061
76 C -12.9227 -18.4123 11.1922  N13 1.158, C86 1.427
77 C -16.4041 -18.6843 16.3614  C39 1.393, C62 1.409, H111 1.087
78 C -21.9901 -19.8254 6.6810  C46 1.415, C87 1.400, H149 1.097
79 C -17.6178 -20.6646 11.7111  C56 1.378, C61 1.383, H146 1.103
80 C -22.0616 -20.6153 10.8851  C28 1.497, H108 1.091, H129 1.095, H134 1.091
81 C -16.8207 -16.5525 17.3120  F3 1.366, C39 1.385, C70 1.370
82 C -22.4660 -17.8639 5.2912  C31 1.366, C46 1.388, H138 1.058
83 C -18.1453 -17.2510 15.4779  C62 1.388, C70 1.372, H168 1.077
84 C -18.2117 -23.3537 11.2296  C42 1.409, C65 1.398, H97 1.081
85 C -19.5518 -16.9988 3.2702  F1 1.355, C29 1.394, C30 1.391
86 C -14.2617 -18.6003 11.6489  C71 1.534, C76 1.427, H110 1.075, H159 1.091
87 C -23.2103 -20.3235 6.2091  F7 1.339, C78 1.400, C88 1.371
88 C -24.0433 -19.6176 5.3807  C31 1.373, C87 1.371, H140 1.085
89 C -17.0801 -12.8877 15.3456  C60 1.386, C91 1.416, H125 1.062
90 C -15.5059 -17.3791 9.7015  C71 1.550, H106 1.097, H153 1.096, H165 1.071
91 C -16.0707 -13.1989 16.2884  C48 1.397, C89 1.416, H142 1.101
92 C -15.8896 -14.1807 13.7202  F9 1.381, C60 1.398, C68 1.384
93 H -17.8322 -19.1403 14.6727  C62 1.104
94 H -22.3017 -11.9736 6.0339  C19 1.069
95 H -22.1574 -18.4465 10.6647  C28 1.101
96 H -16.7137 -9.0785 12.2578  C16 1.084
97 H -18.2470 -24.4057 10.9852  C84 1.081
98 H -24.2789 -17.9538 4.1384  C31 1.070
99 H -13.2663 -14.8607 7.7653  C49 1.086
100 H -17.2339 -9.8893 9.9750  C64 1.092
101 H -21.4969 -14.0501 8.5054  C22 1.086
102 H -23.1637 -12.2412 8.0683  C40 1.072
103 H -19.3726 -13.7237 1.3472  C20 1.061
104 H -19.8477 -17.8921 9.3440  C38 1.073
105 H -20.6772 -18.0728 6.4002  C46 1.102
106 H -16.2162 -18.1821 9.4684  C90 1.097
107 H -21.8085 -9.6664 6.4549  C24 1.072
108 H -22.5381 -21.4437 11.4108  C80 1.091
109 H -15.3169 -12.5329 10.8124  C58 1.085
110 H -14.7046 -19.5342 11.3530  C86 1.075
111 H -15.8412 -19.6112 16.2864  C77 1.087
112 H -22.9994 -19.6236 13.3449  C41 1.101
113 H -20.5157 -13.6507 5.6265  C45 1.093
114 H -18.4467 -13.9801 8.2525  C21 1.090
115 H -14.1667 -15.2417 14.3149  C68 1.065
116 H -16.8901 -18.7929 7.2204  C52 1.104
117 H -14.6101 -14.8129 9.8132  C26 1.090
118 H -17.8422 -15.5421 12.2683  C23 1.070
119 H -21.2168 -14.9837 11.6387  C54 1.097
120 H -22.0249 -15.8247 15.7864  C66 1.075
121 H -14.2656 -14.2610 16.6240  C48 1.067
122 H -22.8841 -17.8772 12.8175  C41 1.109
123 H -18.5361 -16.0575 4.9207  C29 1.088
124 H -25.1941 -15.8091 12.9259  C34 1.081
125 H -17.8519 -12.2150 15.6268  C89 1.062
126 H -20.3656 -12.3256 11.5078  C25 1.094
127 H -12.5856 -12.7891 6.6543  C59 1.099
128 H -17.6224 -13.0229 13.2347  C60 1.093
129 H -22.2306 -20.7111 9.8071  C80 1.095
130 H -20.6024 -17.8336 1.6728  C30 1.081
131 H -22.1286 -16.3842 8.3298  C50 1.067
132 H -13.5197 -10.6012 7.4121  C43 1.067
133 H -16.9059 -17.8088 4.2868  C32 1.105
134 H -20.9770 -20.6572 10.9931  C80 1.091
135 H -24.6313 -16.9435 8.0815  C57 1.084
136 H -17.2622 -23.7086 13.1568  C42 1.084
137 H -15.1841 -17.7327 17.9178  C39 1.085
138 H -22.0872 -16.9880 4.8335  C82 1.058
139 H -14.9877 -17.3247 6.6206  C35 1.105
140 H -24.9350 -20.0764 4.9654  C88 1.085
141 H -18.1003 -9.8292 14.2084  C75 1.061
142 H -16.1944 -12.8539 17.3268  C91 1.101
143 H -23.7108 -19.2601 10.9137  C28 1.100
144 H -16.8672 -21.2929 13.5777  C61 1.084
145 H -19.1834 -17.4655 11.6795  C53 1.084
146 H -17.4624 -19.6029 11.9653  C79 1.103
147 H -19.9901 -11.3907 13.8486  C69 1.095
148 H -18.2582 -13.9367 3.5807  C47 1.082
149 H -21.3870 -20.5377 7.2570  C78 1.097
150 H -17.6050 -13.7030 10.5923  C67 1.066
151 H -18.0245 -19.3747 5.9626  C52 1.118
152 H -25.5189 -12.7252 7.7693  C37 1.101
153 H -16.0335 -16.4339 9.5298  C90 1.096
154 H -18.0654 -17.6688 6.5432  C52 1.095
155 H -14.6355 -16.4807 11.4805  C71 1.119
156 H -18.9599 -22.6467 9.3495  C65 1.068
157 H -24.4902 -15.8220 15.2099  C72 1.066
158 H -16.0955 -17.4272 11.7903  C71 1.103
159 H -14.2408 -18.6908 12.7363  C86 1.091
160 H -14.6059 -16.8222 5.0153  C35 1.089
161 H -15.6959 -18.9404 4.8970  C32 1.102
162 H -18.4820 -15.4298 16.5168  C70 1.091
163 H -18.1213 -12.8751 5.9379  C18 1.078
164 H -19.3807 -8.9594 6.9043  C73 1.075
165 H -14.6764 -17.4273 9.0251  C90 1.071
166 H -20.7113 -15.4883 0.3952  C33 1.101
167 H -23.5584 -15.2348 11.1058  C36 1.081
168 H -18.9716 -17.1275 14.7978  C83 1.077

Summary:
ΔE to the lowest compared entry with this formula, charge and spin: 0.0 kJ/mol
frontier orbital gap: 9.4325 eV
strongest force on any atom: 0.050 hartree/bohr

***

Record 2
Molecular formula: C4H6N5O
Method: DFT, ωB97M-V with the def2-TZVPD basis set

Last columns: bonded neighbours and bond lengths (Å).
CARTESIAN COORDINATES (ANGSTROEM)
1 O 2.6932 0.7312 -0.3188  N2 1.291, N6 1.293
2 N 1.5862 1.2743 0.0631  O1 1.291, H12 1.071
3 N -2.2292 0.7947 -0.2401  C7 1.253, C10 1.433
4 N -0.8927 -0.5846 1.0492  C8 1.278, C10 1.483, H16 1.061
5 N 0.6556 -1.0076 -0.6395  C8 1.225, C9 1.268
6 N 2.8357 -0.4440 -0.8377  O1 1.293, C9 1.300
7 C -1.2667 0.3608 -0.9153  N3 1.253, C8 1.526, H15 1.069
8 C -0.3324 -0.5274 -0.0980  N4 1.278, N5 1.225, C7 1.526
9 C 1.8161 -1.2019 -1.1112  N5 1.268, N6 1.300, H14 1.156
10 C -2.0967 0.2795 1.0902  N3 1.433, N4 1.483, H11 1.037, H13 1.167
11 H -1.9364 1.1559 1.6213  C10 1.037
12 H 1.9968 2.1882 0.4404  N2 1.071
13 H -2.9847 -0.3864 1.4504  C10 1.167
14 H 1.9500 -2.2428 -1.5958  C9 1.156
15 H -1.0710 0.7644 -1.8861  C7 1.069
16 H -0.7240 -1.1543 1.9279  N4 1.061

Summary:
ΔE to the lowest compared entry with this formula, charge and spin: 743.2 kJ/mol
frontier orbital gap (alpha / beta): 8.6174 / 7.9940 eV
strongest force on any atom: 0.091 hartree/bohr
charge: +1